1.
DFT (the ωB97M-V functional and the def2-TZVPD basis) results for a single C4H6O2 molecule.

Geometry as XYZ:
```
12
Properties=species:S:1:pos:R:3:forces:R:3
O 1.816 -0.293 0.527 0.135 0.068 -0.091
O 0.857 1.619 -1.347 -0.270 -0.291 0.190
C -1.306 0.802 -0.763 0.175 -0.046 0.107
C -0.571 -0.746 0.768 0.156 -0.003 0.148
C 0.135 0.780 -0.832 0.089 0.226 -0.156
C 0.615 -0.493 -0.159 -0.232 -0.040 -0.098
H -1.746 1.547 -0.090 0.074 -0.064 -0.056
H -1.510 -0.401 0.187 -0.098 0.012 -0.060
H 0.699 -1.298 -0.906 -0.011 0.125 0.086
H -0.479 -0.180 1.695 -0.045 -0.065 -0.147
H 2.299 0.379 0.018 0.004 -0.071 0.117
H -0.816 -1.793 0.961 0.022 0.149 -0.040
```
Positions in Å, forces in eV/Å.

Its frontier orbital gap is 8.61 eV. The calculation puts the energy at -306.3386 a.u. The calculation puts the LUMO energy at -0.02766 Ha. The relative energy (zero: lowest compared OMol25 entry of this formula, charge and spin) is 105.2 kcal per mole. Its molar mass is 86.1 g mol⁻¹. As for the multiplicity: 1. As for the largest force on an atom: 0.44 eV Å⁻¹.

=====

2.
DFT (the ωB97M-V functional and the def2-TZVPD basis) results for a single C4H7NO2 molecule.

Geometry as XYZ:
```
14
Properties=species:S:1:pos:R:3:forces:R:3
O 0.608 0.697 0.904 -0.172 0.192 -0.234
O -0.265 -1.344 0.587 -0.259 0.149 -0.010
N 2.572 0.491 -0.389 -0.325 -0.046 0.341
C -0.632 -0.012 0.826 -1.296 0.814 -1.355
C -1.633 0.592 -0.234 0.552 -0.221 -0.277
C 1.467 0.069 0.044 0.166 0.023 -0.211
C 0.815 -1.245 -0.332 0.014 -0.022 -0.132
H -2.413 -0.143 -0.472 0.345 -0.033 0.132
H 0.437 -1.196 -1.361 0.139 -0.001 0.044
H -1.106 0.850 -1.148 -0.006 0.011 -0.276
H 1.493 -2.097 -0.241 -0.194 0.197 0.130
H 2.804 1.416 -0.024 -0.115 -0.101 -0.019
H -1.240 0.128 1.686 0.495 -0.551 1.611
H -2.178 1.498 0.093 0.655 -0.411 0.255
```
Positions in Å, forces in eV/Å.

Its frontier orbital gap is 11.17 eV. The calculation puts the energy at -361.8259 a.u. The calculation puts the LUMO energy at 0.03312 Ha. The relative energy (zero: lowest compared OMol25 entry of this formula, charge and spin) is 34.5 kcal per mole. Its molar mass is 101.1 g mol⁻¹. As for the multiplicity: 1. As for the SMILES: [H]/N=C1/CO[C@H](C)O1. As for the largest force on an atom: 2.04 eV Å⁻¹.